Entry 1:
{"formula": "C45H49BF2HfN3O4P", "method": "ωB97M-V/def2-TZVPD", "elements": ["Hf", "P", "F", "F", "O", "O", "O", "O", "N", "N", "N", "C", "C", "C", "C", "C", "C", "C", "C", "C", "C", "C", "C", "C", "C", "C", "C", "C", "C", "C", "C", "C", "C", "C", "C", "C", "C", "C", "C", "C", "C", "C", "C", "C", "C", "C", "C", "C", "C", "C", "C", "C", "C", "C", "C", "C", "B", "H", "H", "H", "H", "H", "H", "H", "H", "H", "H", "H", "H", "H", "H", "H", "H", "H", "H", "H", "H", "H", "H", "H", "H", "H", "H", "H", "H", "H", "H", "H", "H", "H", "H", "H", "H", "H", "H", "H", "H", "H", "H", "H", "H", "H", "H", "H", "H", "H"], "coordinates": [[10.590, -5.566, 16.724], [9.922, -4.131, 14.428], [8.216, -3.206, 17.736], [9.135, -4.448, 19.561], [13.813, -4.570, 19.466], [11.595, -6.136, 15.047], [12.348, -6.887, 13.104], [9.330, -9.526, 17.664], [9.342, -7.342, 16.969], [12.359, -4.589, 17.677], [11.561, -6.911, 18.317], [7.436, -8.324, 19.774], [12.639, -3.259, 14.526], [9.820, -8.412, 17.599], [6.385, -6.121, 19.816], [8.037, -7.421, 12.701], [6.950, -7.198, 17.535], [7.182, -3.622, 14.413], [7.319, -7.008, 18.997], [12.959, -5.104, 18.747], [14.452, -2.352, 15.432], [14.407, -4.824, 15.780], [8.909, -9.290, 14.143], [8.267, -3.160, 12.360], [11.124, -8.163, 18.362], [7.046, -2.812, 11.781], [8.591, -7.812, 14.090], [13.567, -3.533, 15.859], [10.691, -5.144, 13.070], [12.510, -2.144, 17.652], [5.618, -7.363, 17.139], [11.789, -9.075, 19.189], [12.815, -0.950, 16.815], [10.682, -0.885, 18.888], [11.887, -1.883, 18.981], [11.220, -2.874, 14.706], [11.940, -0.674, 15.498], [12.803, -3.331, 17.129], [5.932, -3.265, 13.884], [12.893, -8.690, 19.920], [15.049, -5.066, 14.411], [6.271, -7.527, 14.875], [8.343, -3.555, 13.667], [12.570, -6.487, 19.024], [15.514, -4.752, 16.850], [13.320, -7.367, 19.825], [10.906, -1.684, 15.186], [7.964, -7.336, 16.567], [13.602, -2.102, 14.149], [7.622, -7.500, 15.223], [11.638, -6.169, 13.730], [5.269, -7.557, 15.818], [5.872, -2.866, 12.580], [13.248, -0.676, 14.675], [14.081, -0.946, 15.948], [12.992, -1.369, 19.873], [9.072, -4.135, 18.223], [6.170, -5.109, 19.362], [15.499, -2.520, 15.319], [16.022, -5.696, 16.977], [4.246, -7.716, 15.526], [8.835, -7.582, 11.949], [7.954, -9.901, 14.074], [16.292, -4.006, 16.615], [9.951, -1.288, 18.197], [15.115, -4.467, 17.822], [9.524, -9.449, 13.258], [10.187, -0.858, 19.857], [5.427, -6.638, 19.962], [9.188, -3.154, 11.721], [7.786, -6.384, 12.740], [9.854, -1.431, 15.336], [15.964, -5.634, 14.584], [11.484, -2.862, 19.387], [13.447, 0.120, 13.898], [12.747, -4.101, 13.832], [7.035, -2.614, 10.728], [13.836, -5.703, 16.033], [6.789, -6.011, 20.794], [13.492, -0.503, 19.373], [14.084, -2.126, 13.181], [12.548, -1.029, 20.807], [4.827, -7.345, 17.890], [8.275, -6.552, 18.974], [11.367, 0.255, 15.622], [13.444, -9.429, 20.506], [4.934, -2.500, 12.085], [9.513, -7.263, 14.271], [9.458, -9.479, 15.023], [7.220, -3.803, 15.468], [14.209, -7.009, 20.353], [9.939, -5.723, 12.526], [6.426, -8.818, 19.597], [7.656, -8.196, 20.837], [11.003, 0.094, 18.572], [12.821, -0.065, 17.455], [11.418, -10.090, 19.203], [7.200, -8.021, 12.360], [14.391, -5.576, 13.771], [15.373, -4.109, 13.963], [8.208, -8.958, 19.391], [11.242, -4.506, 12.421], [13.785, -2.096, 20.057], [5.936, -7.728, 13.845], [5.076, -3.247, 14.547], [14.927, -0.369, 16.298]], "atomic_forces_ev_per_a": [[0.3315, 0.2748, 1.0433], [-0.3479, -0.5882, -0.4900], [0.0626, -0.1826, 1.2363], [-0.5958, 1.1183, -1.0747], [-0.5720, -0.2141, -0.2698], [0.0404, -0.2201, 0.5125], [0.6024, -0.7449, -0.6794], [-0.0164, -0.0347, -0.1781], [0.2733, 1.6312, -0.3274], [-1.1545, 0.1086, -0.6676], [-1.5081, -0.1736, -1.0474], [-1.5294, -0.5327, -0.5927], [1.0978, -0.5065, -0.1109], [0.8540, -1.6492, 0.6901], [-1.0317, 0.6179, -1.3482], [1.3954, -0.6123, 0.1882], [-0.2884, -0.4454, 0.2457], [-0.7457, 0.5965, 0.3796], [-0.3821, -0.0196, 0.3152], [1.3989, 1.3494, 1.1457], [-0.7635, 0.9017, -0.7085], [0.8084, 0.1580, 0.5202], [-1.1440, -0.0185, -1.4742], [0.6189, 0.3307, -2.2739], [0.1362, -0.1515, 0.7337], [-0.0265, -0.8187, 1.3843], [-0.8526, 0.2728, 0.2406], [-0.4066, 0.2558, -1.0888], [-0.5646, -0.6645, 1.3264], [-0.1245, 0.0289, -0.9106], [0.0023, 0.1893, 0.7242], [-1.0876, -0.4210, -0.8479], [0.2511, 0.7753, 0.0804], [0.6718, -1.4166, 0.3162], [-1.1539, -0.9655, 0.0573], [-0.5282, -0.5370, -0.3638], [-0.6282, 0.5306, 1.0162], [0.0704, -1.3150, 0.5278], [0.8272, -0.1016, 0.6479], [0.4127, 0.4178, -0.2208], [0.9170, 1.2850, 1.0289], [-0.6140, -0.8414, -0.6562], [0.6686, -0.1491, 1.3282], [1.4682, -1.3527, 0.8198], [0.0602, 0.8654, 0.1519], [-0.1460, 0.4033, 0.2016], [-0.4459, 0.2171, -0.1631], [-0.1906, -0.1702, -0.3133], [0.2372, 0.2616, 0.7543], [-0.5573, 0.2275, -0.8006], [-0.6533, 1.0923, 0.0924], [0.4741, 0.4368, 0.3323], [-0.2755, 1.0379, -2.4023], [-0.0870, 0.2970, -1.3674], [0.2425, -0.7165, 0.1285], [0.4824, 0.9219, 0.0710], [0.7207, -0.9452, -0.7808], [0.3246, -1.0141, 0.4388], [0.6515, -0.2581, 0.1703], [0.0938, -0.4532, -0.1223], [-0.2342, 0.0475, -0.0294], [-0.2860, 0.1725, 0.3164], [1.2350, 0.6089, 0.1970], [-0.2446, -0.2354, -0.1283], [-0.1614, 0.0952, -0.3223], [0.0886, -0.0090, -0.0754], [0.1534, -0.6522, 0.0569], [0.0693, 0.3191, 0.1190], [0.0216, 0.1738, -0.1333], [-0.9418, 0.0863, 0.6481], [-0.4750, 0.8150, -0.3469], [0.2004, 0.0684, 0.0461], [-0.1177, -0.2572, -0.2773], [0.4537, 1.0049, -0.3292], [-0.3613, -0.6010, 1.1339], [0.1072, 0.3756, 0.2329], [-0.2802, 0.3766, -0.2605], [-0.5096, -0.1554, -0.0716], [0.4456, 0.3698, 0.7373], [-0.4033, -0.3798, 0.5174], [-0.1452, -0.1331, -0.3321], [0.2584, 0.0840, 0.2054], [0.2715, 0.0371, -0.0564], [0.9497, 0.5297, 0.2005], [0.7404, 0.1889, -0.2389], [-0.2072, 0.3434, -0.1120], [0.8206, -0.6184, 0.7608], [0.1161, 0.0058, -0.0992], [0.5078, -0.7487, 1.0343], [0.1791, -0.4857, 0.4168], [-0.4735, 0.0180, -0.2448], [0.0597, 0.3375, -0.0238], [1.2628, 0.1343, 0.6818], [-0.3787, 0.2754, -0.0523], [-0.0113, 0.4187, 0.0000], [-0.1961, 0.0540, -0.2197], [-0.0365, -0.0591, 0.0574], [-0.1311, -0.0245, 0.1713], [-0.6499, -0.7327, -1.0594], [-0.1550, -0.4598, -0.0287], [0.1139, -0.4645, -0.3028], [0.4141, 0.3130, -0.7978], [-0.3098, -0.1550, 0.0219], [0.5352, 0.3242, 0.5623], [-0.0571, -0.0976, -0.1712], [-0.0121, 0.3225, 0.0272]], "spin_multiplicity": 1, "gap_ev": 8.0950}

=====

Entry 2:
{"formula": "C45H49BaF6N2P2SSb", "method": "ωB97M-V/def2-TZVPD", "elements": ["Ba", "Sb", "S", "P", "P", "F", "F", "F", "F", "F", "F", "N", "N", "C", "C", "C", "C", "C", "C", "C", "C", "C", "C", "C", "C", "C", "C", "C", "C", "C", "C", "C", "C", "C", "C", "C", "C", "C", "C", "C", "C", "C", "C", "C", "C", "C", "C", "C", "C", "C", "C", "C", "C", "C", "C", "C", "C", "C", "H", "H", "H", "H", "H", "H", "H", "H", "H", "H", "H", "H", "H", "H", "H", "H", "H", "H", "H", "H", "H", "H", "H", "H", "H", "H", "H", "H", "H", "H", "H", "H", "H", "H", "H", "H", "H", "H", "H", "H", "H", "H", "H", "H", "H", "H", "H", "H", "H"], "coordinates": [[12.581, 13.599, 13.430], [9.750, 15.975, 12.787], [14.434, 12.915, 17.405], [16.948, 14.658, 13.729], [15.638, 17.183, 13.710], [10.272, 14.302, 11.997], [10.152, 15.029, 14.378], [9.462, 16.813, 11.126], [7.976, 15.367, 12.978], [9.501, 17.634, 13.694], [11.638, 16.291, 12.698], [10.552, 11.630, 14.218], [13.155, 13.649, 10.652], [17.531, 12.929, 14.000], [12.920, 12.485, 18.314], [13.245, 18.369, 14.702], [18.155, 11.221, 15.648], [15.028, 9.394, 13.228], [10.914, 10.423, 13.765], [18.632, 10.398, 14.639], [17.610, 12.477, 15.329], [13.785, 16.175, 15.522], [9.946, 9.449, 13.449], [18.604, 10.827, 13.312], [13.048, 12.561, 7.449], [12.076, 18.363, 15.487], [16.422, 21.689, 13.200], [19.641, 15.093, 13.076], [20.847, 15.803, 13.132], [16.027, 18.921, 13.467], [16.138, 15.973, 11.278], [12.601, 16.145, 16.264], [18.042, 12.083, 13.001], [21.003, 16.845, 14.043], [8.238, 10.996, 14.123], [15.010, 16.675, 12.036], [13.288, 11.025, 13.260], [14.596, 10.703, 13.015], [14.107, 17.253, 14.668], [15.008, 14.236, 7.701], [16.205, 19.505, 12.204], [15.161, 14.153, 18.511], [11.755, 17.261, 16.258], [18.752, 16.488, 14.819], [13.517, 13.902, 8.051], [8.602, 9.757, 13.596], [12.767, 8.769, 13.767], [18.556, 15.464, 13.868], [19.967, 17.178, 14.906], [16.617, 14.675, 11.870], [12.588, 15.084, 7.647], [16.361, 20.876, 12.075], [16.163, 19.736, 14.604], [12.340, 10.109, 13.613], [9.238, 11.927, 14.401], [14.096, 8.431, 13.599], [16.373, 21.116, 14.472], [13.398, 13.727, 9.529], [15.783, 15.771, 10.254], [16.475, 21.748, 15.346], [10.839, 17.235, 16.814], [16.598, 22.743, 13.101], [20.092, 17.932, 15.657], [12.560, 15.228, 6.547], [14.476, 15.350, 15.612], [11.982, 12.356, 7.699], [13.656, 11.741, 7.858], [15.290, 11.466, 12.682], [12.029, 8.004, 13.980], [16.433, 21.291, 11.060], [14.616, 15.125, 18.424], [13.147, 12.565, 6.352], [18.964, 10.194, 12.497], [15.186, 13.790, 19.568], [15.324, 15.215, 8.122], [13.163, 11.864, 19.197], [12.402, 13.394, 18.642], [18.164, 10.900, 16.672], [11.552, 14.846, 7.987], [16.171, 14.291, 18.139], [15.835, 13.895, 11.701], [7.837, 9.079, 13.246], [14.376, 7.397, 13.716], [12.928, 16.053, 8.101], [17.233, 13.115, 16.113], [12.362, 15.311, 16.891], [16.031, 19.314, 15.592], [11.413, 19.206, 15.435], [16.231, 18.863, 11.307], [19.017, 9.411, 14.869], [12.294, 11.902, 17.608], [17.546, 14.368, 11.355], [13.495, 19.212, 14.054], [14.157, 15.983, 12.153], [16.994, 16.666, 11.170], [21.948, 17.360, 14.065], [9.002, 12.936, 14.738], [15.160, 14.241, 6.608], [19.547, 14.251, 12.396], [15.669, 13.450, 8.113], [10.230, 8.477, 13.046], [17.907, 16.710, 15.476], [21.666, 15.512, 12.460], [14.663, 17.600, 11.517], [16.065, 9.125, 13.088], [18.034, 12.413, 11.986], [7.203, 11.243, 14.280]], "atomic_forces_ev_per_a": [[-0.8592, 1.7862, 0.3210], [-0.9207, 1.5290, -0.2735], [-0.2474, -0.0855, 0.0953], [-0.8281, -1.2021, 0.1818], [0.2058, 0.1337, -0.2877], [0.1436, -0.3994, -0.2759], [0.4665, -0.3743, 0.7755], [0.1142, -0.4464, 0.3348], [0.4150, 0.2268, -0.1563], [0.0764, -0.9949, -0.3162], [0.3096, -0.1731, 0.0489], [-0.1134, 0.6715, -0.1633], [0.4289, -0.1885, -0.1399], [0.7503, -0.7642, -0.2205], [0.0701, -0.2986, 0.0244], [-0.0194, -0.5763, -0.2201], [-0.5052, 0.8725, -0.5333], [-0.3474, -0.0305, 0.0494], [-1.6196, -0.5162, 0.2385], [0.0970, -0.1165, -0.3830], [0.1288, -0.5181, -0.4834], [-0.3243, 0.0381, -0.3169], [0.0752, 0.1744, -0.1210], [-0.6762, 0.6453, -0.1739], [-0.3052, -0.2225, -0.0573], [0.9124, -0.1480, -0.6325], [0.3134, -0.5549, 0.2235], [0.2517, 0.4113, -0.1957], [-0.2160, -0.4398, -0.1309], [-0.0071, 1.0304, -0.1156], [-0.0302, 0.9812, -0.6843], [0.2575, 1.1172, -0.3687], [0.2205, -0.6569, 0.9589], [-0.1123, -0.3728, -0.3256], [0.6467, 0.1558, -0.0653], [0.0413, 0.2512, 0.0711], [0.7793, -1.8645, -0.0234], [0.5315, 0.7305, -0.0639], [-1.1629, 0.4755, 1.1659], [-0.0239, -0.3859, 0.2976], [-0.0626, -0.5748, 0.0214], [-0.5892, 0.3307, 0.2867], [0.4689, -0.5489, -0.3869], [-0.1176, -0.2908, -0.3345], [0.4437, 0.4980, -0.0710], [0.2363, 0.4920, 0.0685], [0.1124, 0.5649, -0.1518], [0.8980, 0.9573, 0.4853], [-0.5704, -0.7502, -0.1676], [0.2927, -0.9621, 0.5780], [-0.4044, 0.1868, 0.2799], [0.1083, 0.1218, -0.5138], [-0.1026, 0.5429, -0.4157], [-0.6186, -0.7025, 0.0954], [0.4468, -0.7888, -0.3301], [-0.1654, 0.1611, -0.1409], [-0.1482, -0.4811, -0.3514], [-0.4420, 0.5478, -0.1509], [0.1907, 0.0542, 0.1730], [-0.0435, -0.1211, -0.0120], [-0.2973, 0.0605, 0.2292], [-0.0978, 0.3537, -0.0745], [0.0623, 0.3183, 0.1746], [0.1831, -0.2955, 0.6322], [0.2165, -0.2446, -0.0231], [0.7449, 0.2220, -0.1445], [-0.1763, 0.1769, -0.2364], [0.2848, -0.0716, 0.0107], [0.1119, 0.1220, 0.1865], [0.0541, -0.0315, 0.5606], [0.3909, -0.7691, 0.2328], [0.0208, 0.0921, 0.4121], [-0.0035, 0.1653, 0.3504], [-0.0161, 0.3038, -0.9025], [-0.3151, -0.6202, -0.3149], [-0.1613, 0.2989, -0.4820], [-0.0026, -0.2635, -0.1695], [0.0695, -0.1093, 0.2685], [0.7160, 0.4128, -0.2519], [0.1863, 0.1050, 0.1430], [0.5356, 0.2734, 0.0797], [0.0032, -0.1898, 0.2000], [0.2057, -0.1023, 0.0545], [-0.3526, -0.9436, -0.2892], [-0.0491, 0.0791, 0.2074], [0.0064, -0.4657, 0.2413], [0.0802, -0.0571, 0.0456], [-0.1756, 0.2522, 0.0792], [-0.1580, 0.5484, 0.4743], [0.0535, 0.0986, 0.0598], [0.2416, 0.3595, 0.5307], [-0.4892, -0.0183, 0.0670], [-0.2787, -0.1054, 0.3361], [0.1316, 0.3793, -0.0338], [-0.2867, -0.2432, 0.0852], [0.1140, 0.2223, 0.1442], [0.1388, -0.2594, -0.0282], [-0.2482, 0.0989, 0.4326], [0.0796, 0.1169, -0.0137], [-0.2249, 0.3786, -0.1723], [-0.0287, 0.3847, 0.0516], [0.3649, 0.1962, -0.1190], [-0.3538, 0.1930, 0.4076], [-0.0317, -0.9047, 0.2130], [0.0797, 0.1532, -0.0522], [-0.0018, 0.0510, -0.6037], [-0.1775, 0.1402, -0.0193]], "s2": 0.7578, "spin_multiplicity": 2, "e_above_lowest_kj_mol": 0.0, "total_charge": 1, "gap_ev": [6.5015, 4.3150]}

=====

| no. | F_max (eV/Å) |
| --- | --- |
| 1 | 2.63 |
| 2 | 2.02 |